# C16H42N8O2P2

A 4-piece molecular cluster, C16H42N8O2P2 overall at a distorted geometry (the ωB97M-V functional and the def2-TZVPD basis, the OMol25 dataset).

Cartesian coordinates (Å):
C  8.82  10.26  8.10
N  9.97  10.79  7.34
C  9.62  11.97  6.59
P  11.41  9.98  6.98
O  12.54  10.89  6.64
N  11.79  9.02  8.30
C  12.09  9.71  9.54
C  12.60  7.79  7.98
N  10.84  8.86  5.81
C  9.74  7.81  6.09
C  11.26  8.96  4.40
H  8.32  11.05  8.65
H  9.17  9.61  8.90
H  8.20  9.56  7.55
H  9.78  11.75  5.54
H  10.11  12.88  6.93
H  8.54  12.14  6.60
H  13.06  10.22  9.46
H  11.25  10.40  9.64
H  12.15  9.10  10.44
H  12.16  7.16  7.21
H  13.65  8.03  7.83
H  12.57  7.17  8.88
H  10.09  6.81  5.84
H  9.37  7.80  7.12
H  8.92  8.06  5.42
H  11.65  8.06  3.93
H  11.95  9.76  4.15
H  10.35  9.12  3.82
C  9.59  19.39  5.18
N  9.19  18.45  6.30
C  10.12  18.35  7.47
P  7.65  17.71  6.21
O  6.90  18.01  4.99
N  7.98  16.03  6.23
C  8.58  15.37  7.40
C  8.29  15.32  4.96
N  6.85  18.25  7.65
C  7.00  19.62  8.16
C  5.61  17.59  7.99
H  10.63  19.22  4.93
H  9.54  20.44  5.49
H  8.98  19.10  4.33
H  9.53  18.13  8.36
H  10.59  19.33  7.59
H  10.94  17.65  7.38
H  8.67  14.28  7.36
H  9.61  15.69  7.55
H  7.97  15.62  8.26
H  8.94  16.00  4.41
H  8.78  14.37  5.18
H  7.38  15.26  4.37
H  6.70  19.70  9.21
H  8.05  19.90  8.02
H  6.38  20.30  7.58
H  4.78  18.25  7.78
H  5.62  17.25  9.03
H  5.48  16.68  7.40
C  12.58  14.30  6.21
C  13.54  14.59  7.25
N  14.34  14.85  8.05
H  11.65  14.85  6.32
H  12.50  13.24  5.97
H  13.05  14.68  5.30
C  12.01  14.37  10.69
C  10.95  13.43  11.06
N  10.06  12.65  11.34
H  12.77  14.51  11.45
H  11.82  15.35  10.25
H  12.51  13.74  9.95

charge	0
E_tot	-51866.97626	eV
2S+1	1
energy relative to the best compared isomer or geometry (same formula, charge and spin)	69.7	kJ/mol
maximum force	0.1333	Eh/bohr